(1)
ORCA calculation (wB97M-V/def2-TZVPD) on a 2-piece molecular cluster, C3H13N3 overall at a distorted geometry.

Cartesian coordinates (Å):
N: 3.6213 -1.1993 -0.3913
N: -2.2566 -0.2690 0.3054
N: 1.7566 0.5004 -0.6874
C: -2.2195 0.6546 -0.8135
C: 2.7063 -0.2894 0.0898
C: -2.4574 0.2537 1.6000
H: 2.0912 -0.6279 0.8715
H: 3.1761 -2.1094 -0.6377
H: 0.8353 0.0627 -0.5182
H: -1.5592 0.9026 1.8738
H: 1.9398 0.5308 -1.6775
H: -2.1610 1.6185 -0.2642
H: -2.5216 -0.4554 2.3969
H: -3.2694 0.5632 -1.3587
H: 4.0022 -0.9152 -1.3249
H: -3.4054 0.7733 1.5945
H: 3.3282 0.5770 0.6140
H: -2.2293 -1.1623 0.0323
H: -1.3775 0.5912 -1.7047

Kohn-Sham gap ... 9.139 eV
Relative energy (zero: lowest compared OMol25 entry of this formula, charge and spin) ... 51.89 kcal/mol
Net charge ... 0
Calculated total energy ... -286.2689 a.u.
HOMO ... -8.177 eV
SMILES ... CNC.NCN

natural (NBO) population analysis, charges in e, atoms 1 to 5:
1. N -0.8172
2. N -0.6691
3. N -0.8519
4. C -0.4149
5. C -0.0527

***

(2)
ORCA calculation (wB97M-V/def2-TZVPD) on C25H29I2N5O2SV as an isolated structure.

Cartesian coordinates (Å):
I: 3.9803 1.9633 0.7303
I: 3.0874 4.8072 -4.4759
V: -0.3016 0.2056 0.5150
S: 0.0936 -1.5936 -1.0875
O: 1.0551 1.0475 -0.0100
O: 1.0982 -1.6281 4.0341
N: 1.8999 -3.5230 -1.1573
N: 2.5913 -1.6150 -0.0873
N: -1.0193 1.8052 1.7206
N: -1.4081 1.3370 -0.9396
N: 0.1556 -0.8503 2.0065
C: -0.8080 1.9241 3.0430
C: -2.6484 -1.4952 0.5745
C: 1.1362 2.9800 -3.0824
C: 0.6658 2.1206 -2.0982
C: 2.4093 3.5376 -2.9879
C: -0.6868 1.4748 -2.2397
C: -1.1439 3.0594 3.7458
C: -4.5134 0.4574 -0.1168
C: -3.2424 -1.5094 -0.6949
C: 1.5117 1.8688 -1.0234
C: -1.9322 4.0037 1.6980
C: 2.7822 2.4077 -0.8938
C: -2.9842 -0.4952 1.4815
C: -4.1714 -0.5440 -1.0353
C: -1.5753 2.8283 1.0580
C: 3.9098 -2.1339 0.2902
C: 0.6335 -1.2398 3.0418
C: 0.2806 -5.3765 -0.9167
C: 3.2300 3.2536 -1.9013
C: -3.9176 0.4874 1.1293
C: 0.9778 -4.4208 -1.8665
C: -1.8186 2.6672 -0.4150
C: -1.7145 4.1233 3.0589
C: 3.8772 -3.0252 1.5220
C: 1.6497 -2.2969 -0.7274
H: -1.9865 5.0318 3.5792
H: -0.3726 -4.8363 -0.2302
H: -2.2620 0.8030 -1.1262
H: -1.2721 3.4434 -0.9534
H: 4.5369 -1.2602 0.4605
H: 4.3453 -2.6391 -0.5757
H: -0.3236 -6.0877 -1.4781
H: 1.5717 -4.9538 -2.6079
H: 3.2965 -3.9351 1.3649
H: -1.2973 2.0718 -2.9204
H: 2.7996 -3.9134 -0.9187
H: -2.5854 -0.5237 2.4873
H: -0.9578 3.1046 4.8088
H: 0.5101 3.2108 -3.9346
H: 1.0018 -5.9444 -0.3286
H: -2.3773 4.8107 1.1313
H: -2.8795 2.8191 -0.6230
H: -5.2658 1.1909 -0.3780
H: 4.2161 3.6921 -1.8346
H: -2.9952 -2.2985 -1.3928
H: 4.8920 -3.3203 1.7850
H: -4.1971 1.2435 1.8525
H: -1.9890 -2.2985 0.8730
H: -0.5889 0.4773 -2.6664
H: 0.2666 -3.8071 -2.4134
H: 3.4507 -2.4959 2.3739
H: -0.3611 1.0728 3.5333
H: 2.3446 -0.6934 0.2402
H: -4.6599 -0.5772 -2.0007

Multiplicity ... 2
Kohn-Sham gap (spin up / spin down) ... 5.892 / 6.668 eV
Relative energy (zero: lowest compared OMol25 entry of this formula, charge and spin) ... 0.00 kcal/mol
Net charge ... +2
Calculated total energy ... -3331.4974 a.u.
HOMO (spin up / spin down) ... -13.660 / -13.682 eV

natural (NBO) population analysis, charges in e, atoms 1 to 5:
1. I 0.2603
2. I 0.2741
3. V 1.5055
4. S -0.1534
5. O -0.6230

***

(3)
ORCA calculation (wB97M-V/def2-TZVPD) on a 11-piece molecular cluster, C21H69N5O11 overall at a distorted geometry.

Cartesian coordinates (Å):
O: -2.5001 -0.4475 4.1880
O: 0.7901 -4.2240 -0.3966
O: -4.3561 1.1988 0.6993
O: -1.8444 -0.2398 -0.0088
O: 4.4299 -0.5374 0.3360
O: 0.1023 1.3622 -4.3040
O: -2.8308 -3.6477 0.8514
O: -4.3168 -1.6864 -0.8649
O: 1.4558 -1.1545 3.9298
O: -2.9881 5.5847 -2.9874
O: -1.2199 -2.5129 -1.6257
N: 6.6900 0.3789 1.6660
N: -2.7314 2.4651 3.3839
N: 3.0810 -5.9443 0.0007
N: -1.5935 -1.8675 -4.3624
N: -0.3582 5.2012 -1.6863
C: -2.6587 0.2054 -3.6398
C: -0.2108 0.0285 -3.9264
C: -1.4716 0.4777 4.3566
C: -1.3094 4.1345 -1.9472
C: 4.3561 0.0267 1.6213
C: -2.1432 4.4602 -3.1704
C: 1.9965 -3.9669 -1.0714
C: 4.5336 -4.3716 -1.2018
C: -1.5676 -0.3989 -4.4704
C: -2.0298 -1.7629 3.9046
C: -2.0586 3.9470 -0.6086
C: 1.3250 1.8136 -3.7767
C: 3.1385 -0.3689 -0.2945
C: 0.6593 -3.4934 0.8097
C: 3.2622 -4.5006 -0.3685
C: -2.0211 1.8952 4.4944
C: -3.0739 1.9467 5.6473
C: -0.8898 0.4013 0.7226
C: -3.6777 5.9855 -4.1706
C: 5.7057 -0.3772 2.2651
C: 5.7397 0.0888 3.7275
H: -2.2141 -3.0011 0.5077
H: -3.8801 1.3173 5.2705
H: 6.3456 1.3245 1.7529
H: -2.8027 3.6315 -3.4287
H: 2.2088 1.4107 -4.2716
H: -1.7623 -0.1964 -5.5236
H: -2.8891 4.6518 -0.5683
H: -0.7024 3.2632 -2.1933
H: -4.3258 6.7973 -3.8404
H: -0.0833 -0.2990 -2.8945
H: -0.2608 -3.7814 1.3182
H: -2.6100 1.2943 -3.6526
H: -1.4814 3.9071 0.3152
H: -0.2585 -0.2442 1.3333
H: 2.2209 -0.9153 4.4532
H: -1.4107 -2.2184 -2.5166
H: -2.5133 -2.2757 -4.4483
H: -4.5415 -2.4710 -0.3647
H: 4.6298 -3.2911 -1.3085
H: -0.6106 -3.2426 -1.7394
H: 1.4436 -3.6716 1.5455
H: -2.7306 1.7434 6.6617
H: -0.7587 0.4357 3.5329
H: -2.5247 2.9655 -0.5206
H: -2.2362 2.2117 2.5408
H: 0.1309 5.1481 -0.8041
H: -2.6921 -4.4237 0.3084
H: -3.5329 1.8845 3.1814
H: 1.9020 -4.4538 -2.0421
H: -1.4589 -0.8611 -0.6311
H: 2.4234 -1.0166 0.2128
H: 6.6387 0.1482 0.6839
H: -1.2145 2.5987 4.7009
H: -3.0527 6.3529 -4.9846
H: 6.5468 -0.4082 4.2656
H: 2.6101 -5.9517 0.8943
H: -1.0081 -2.3677 -5.0160
H: 5.8096 1.1633 3.8969
H: -1.3149 1.2158 1.3091
H: -4.2893 5.1441 -4.4964
H: -0.9140 0.2481 5.2647
H: 2.4111 -6.4551 -0.5566
H: 3.4358 -3.9856 0.5764
H: 0.9721 -0.3353 3.8236
H: -1.4391 -1.8097 2.9897
H: 4.4612 -4.8557 -2.1758
H: -4.5104 1.4393 -0.2143
H: 5.3832 -4.6825 -0.5939
H: -3.4177 2.9773 5.7350
H: 3.5742 -0.4026 2.2479
H: -2.9223 -2.3704 3.7547
H: 4.8077 -0.1613 4.2345
H: 2.1446 -2.9036 -1.2603
H: 0.6440 -0.4916 -4.3592
H: -3.6380 -0.1266 -3.9846
H: -1.5373 -2.1260 4.8067
H: -2.5011 -0.0112 -2.5832
H: 2.7490 0.6490 -0.3120
H: 0.6481 -2.4064 0.7284
H: -0.1536 0.9015 0.0932
H: 4.1777 1.1007 1.6754
H: -0.9312 6.0172 -1.5249
H: 5.9941 -1.4266 2.2047
H: -3.6452 0.5587 0.6622
H: 3.2532 -0.8112 -1.2841
H: -1.5732 4.5755 -4.0923
H: 1.5131 2.8790 -3.9101
H: -3.5535 -1.3249 -0.4142
H: 1.4033 1.7216 -2.6933

Kohn-Sham gap ... 9.249 eV
Relative energy (zero: lowest compared OMol25 entry of this formula, charge and spin) ... 47.01 kcal/mol
Net charge ... 0
Calculated total energy ... -1942.7486 a.u.
HOMO ... -9.056 eV
SMILES ... COC[C@H](C)N.COC[C@H](C)N.COC[C@H](C)N.COC[C@H](C)N.COC[C@H](C)N.CO.O.O.O.O.O

Mulliken population analysis, charges in e, atoms 1 to 5:
1. O -0.4340
2. O -0.5529
3. O -0.6536
4. O 0.9161
5. O -0.4054

***

(4)
ORCA calculation (wB97M-V/def2-TZVPD) on C6H11NO as an isolated structure at a distorted geometry.

Cartesian coordinates (Å):
O: 1.7542 -1.1069 1.3014
N: -1.6708 0.3113 -1.0273
C: -1.0881 0.0149 0.0809
C: -2.9139 0.3617 -0.4225
C: 1.9335 1.2110 0.3747
C: -2.3353 -0.0157 0.9277
C: 1.6887 -0.9015 -1.1361
C: 1.5830 -0.2308 0.2159
H: 1.2174 -0.2620 -1.9055
H: -2.3155 0.7418 1.7890
H: 3.0902 1.2527 0.4154
H: 1.5684 1.5231 -0.5884
H: -3.3195 1.3051 -0.4735
H: 2.7603 -0.7011 -1.3272
H: -2.4387 -0.9857 1.3894
H: 1.4628 -1.9989 -1.2307
H: -3.6451 -0.3794 -0.7917
H: 1.1578 -1.7936 1.0735
H: 1.5104 1.6540 1.3349

Kohn-Sham gap (spin up / spin down) ... 8.423 / 7.093 eV
Relative energy (zero: lowest compared OMol25 entry of this formula, charge and spin) ... 144.54 kcal/mol
Net charge ... 0
Calculated total energy ... -365.0011 a.u.
HOMO (spin up / spin down) ... -7.730 / -7.029 eV

natural (NBO) population analysis, charges in e, atoms 1 to 5:
1. O -0.6916
2. N -0.5114
3. C 0.1804
4. C -0.2286
5. C -0.7058